C5H9ClN2 in the gas phase at a distorted geometry, computed with ωB97M-V/def2-TZVPD.

energy above the lowest of the compared OMol25 structures with the same formula, charge and spin	125.44	kJ/mol
frontier orbital gap	0.3676	Ha
SMILES	[H]/N=C\N[C@@H]1CC[C@H]1Cl
HOMO level	-0.335	hartree
DFT total energy	-765.5823	hartree

The geometry in ORCA input format:
```
! RIJCOSX wB97M-V def2-TZVPD def2/J DEFGRID3
* xyz 0 1
C -1.1554 -0.6198 0.4844
C -1.6038 0.8547 0.7061
C -0.9478 1.2648 -0.6292
C -0.1882 -0.1248 -0.6383
C 2.0530 -1.0571 -0.2678
H -0.6722 -1.1069 1.3774
H -1.1518 1.2411 1.5796
H -2.6371 0.9597 0.7925
H -0.3402 2.1037 -0.6409
H -1.6276 1.4014 -1.4356
H -0.2096 -0.6856 -1.5243
H 1.4698 0.7900 0.4063
H 1.6517 -1.8799 -0.8529
H 3.4248 -0.3334 0.7611
N 1.1929 0.0298 -0.2400
N 3.1928 -1.1756 0.2755
Cl -2.4512 -1.6619 -0.1541
*
```



2 unconnected molecules or ions with the total composition C9H8FNO6S at a distorted geometry, computed with ωB97M-V/def2-TZVPD.

frontier orbital gap	0.3452	Ha
SMILES	O=C1OC(=O)C(N=C=S)=C1F.CCOC(=O)OC
HOMO level	-0.386	hartree
DFT total energy	-1351.9854	hartree

The geometry in ORCA input format:
```
! RIJCOSX wB97M-V def2-TZVPD def2/J DEFGRID3
* xyz 0 1
O 1.6419 -0.5683 3.9359
C 0.7616 0.2184 3.7922
O 0.7209 1.4266 4.4553
C -0.4308 2.0741 4.0779
O -0.8076 3.1372 4.4584
C -1.1526 1.1916 3.1227
N -2.4084 1.5203 2.5392
C -3.3249 1.0007 3.1679
S -4.4577 0.2945 3.9455
C -0.4503 0.0911 2.9463
F -0.6911 -0.9497 2.2311
C 2.1036 -1.9848 -1.2554
C 0.8617 -1.2206 -0.8488
O 0.6901 -0.0317 -1.6334
C 0.2091 -0.2223 -2.8590
O -0.1093 -1.2751 -3.3418
O 0.1334 0.9639 -3.4603
C -0.3079 0.9049 -4.8179
H 2.9783 -1.3342 -1.2213
H 2.2651 -2.8302 -0.5871
H 2.0152 -2.3627 -2.2729
H 0.9579 -0.8835 0.1809
H -0.0308 -1.8428 -0.9099
H -1.2493 0.3669 -4.9004
H 0.4509 0.4330 -5.4399
H -0.4511 1.9307 -5.1441
*
```



5 unconnected molecules or ions with the total composition C25H53N2O9 at a distorted geometry, computed with ωB97M-V/def2-TZVPD.

frontier orbital gap	0.1958	Ha
HOMO level	-0.115	hartree
DFT total energy	-1770.7258	hartree

The geometry in ORCA input format:
```
! RIJCOSX wB97M-V def2-TZVPD def2/J DEFGRID3
* xyz -1 1
C 6.1551 1.9103 2.0331
O 5.4699 2.1359 0.7840
C 4.9039 3.4671 0.7062
C 3.8371 3.7755 1.8806
C 2.5586 4.5614 1.2963
N 1.7118 3.7390 0.3977
C 1.1792 2.6242 1.1306
C 0.0268 2.6833 2.1541
C -0.4520 1.4216 2.8163
N -0.0078 0.0794 2.7197
C 1.0543 0.0769 1.7807
C 1.6769 1.1760 0.9676
H 7.0811 1.2658 1.8117
H 5.4552 1.2667 2.6824
H 6.4495 2.8573 2.5885
H 5.7618 4.2159 0.8104
H 4.4218 3.5478 -0.3338
H 3.5413 2.8520 2.4718
H 4.3678 4.5277 2.5792
H 1.9494 5.0172 2.1499
H 2.9642 5.4295 0.6610
H -0.4580 3.6800 2.4020
H -1.3400 1.5545 3.5364
H 1.5147 -0.9662 1.6232
H 2.5164 0.9444 0.2384
C -0.5818 -5.6961 -1.1488
O -1.5334 -4.8115 -0.5756
C -0.9229 -3.8146 0.2450
C -0.8439 -2.4750 -0.4776
O 0.0625 -2.5350 -1.5794
C -0.6079 -2.6503 -2.8239
H -1.0860 -6.2892 -1.9144
H 0.2452 -5.1553 -1.6162
H -0.1928 -6.3723 -0.3804
H 0.0673 -4.1362 0.5815
H -1.5598 -3.6966 1.1274
H -0.4525 -1.7250 0.2160
H -1.8356 -2.1458 -0.8050
H -1.0730 -1.6943 -3.0856
H -1.3647 -3.4393 -2.8062
H 0.1329 -2.8974 -3.5868
C -1.9206 -6.7364 -5.3399
O -2.5402 -6.6344 -4.0664
C -3.4748 -5.5584 -4.0031
C -4.9086 -6.0640 -4.1134
O -5.1725 -6.5964 -5.4112
C -5.1539 -8.0158 -5.4259
H -1.3856 -7.6868 -5.3831
H -2.6532 -6.7120 -6.1507
H -1.2004 -5.9224 -5.4692
H -3.2634 -4.8097 -4.7725
H -3.3471 -5.0847 -3.0240
H -5.5897 -5.2193 -3.9718
H -5.1240 -6.8046 -3.3363
H -6.0529 -8.4046 -4.9368
H -4.2624 -8.4153 -4.9360
H -5.1543 -8.3443 -6.4667
C -0.1137 -0.2710 6.5565
O -0.7394 -0.1674 7.8313
C -1.6756 0.9046 7.8895
C -3.1082 0.3950 7.7753
O -3.3655 -0.1390 6.4789
C -3.3425 -1.5582 6.4643
H 0.4237 -1.2198 6.5165
H -0.8423 -0.2499 5.7430
H 0.6045 0.5442 6.4284
H -1.4642 1.6526 7.1195
H -1.5525 1.3805 8.8685
H -3.7927 1.2382 7.9132
H -3.3242 -0.3454 8.5530
H -4.2424 -1.9497 6.9506
H -2.4515 -1.9548 6.9571
H -3.3381 -1.8864 5.4238
C 2.4091 5.2580 -2.3760
O 3.0557 6.4942 -2.6752
C 3.4405 6.5894 -4.0417
C 2.4757 7.4710 -4.8277
O 1.1896 6.8647 -4.9344
C 0.2509 7.4277 -4.0300
H 1.9635 5.3352 -1.3840
H 1.6184 5.0294 -3.0954
H 3.1441 4.4479 -2.3664
H 3.5230 5.5974 -4.4963
H 4.4319 7.0558 -4.0608
H 2.8576 7.5874 -5.8474
H 2.4019 8.4675 -4.3795
H -0.0430 8.4258 -4.3725
H 0.6502 7.4859 -3.0147
H -0.6337 6.7891 -4.0182
*
```